Record 1
This record from OMol25 describes 4 unconnected molecules or ions with the total composition C5H20N3O3. The level of theory is ωB97M-V with the def2-TZVPD basis set.

Each line ends with the natural charge from an NBO analysis.
Element x y z (Å)
H: 2.91467 1.16114 1.30375  0.487
H: -0.82823 0.66019 1.05486  0.273
H: 1.28821 2.46850 0.48193  0.240
H: -0.59558 -2.68425 -1.84892  0.372
N: -0.96636 -2.17160 -1.08079  -0.842
H: 2.02757 -0.51577 0.74531  0.490
H: -2.56919 -1.19145 1.91195  0.482
H: -0.16310 1.78616 -1.36478  0.280
N: 1.46845 -0.76341 -2.49408  -0.867
H: 1.28520 -1.68901 -2.96043  0.394
O: 1.41926 -2.59697 1.54270  -0.970
H: -2.60223 2.35450 1.13677  0.459
H: 2.82335 0.24736 -0.33608  0.456
H: 1.47507 1.60136 -1.93707  0.225
H: 1.95447 -0.15224 -3.11725  0.386
H: 0.22670 0.72771 2.38944  0.236
C: 1.11939 1.38782 0.34012  -0.051
C: -0.76263 -0.78990 -1.23610  -0.077
C: 0.04019 1.22296 1.44385  -0.682
H: -1.41786 -0.09778 -0.72477  0.211
H: -3.43150 -0.08124 1.65392  0.476
C: 0.43504 -0.16733 -1.71093  0.066
C: 0.76643 1.20294 -1.15796  -0.490
H: 0.84187 -2.62871 0.77648  0.489
H: -1.90420 -2.50797 -0.90432  0.394
N: 2.34639 0.48746 0.58318  -0.762
H: -0.38288 2.23250 1.80072  0.235
O: -2.62454 -0.48212 1.27770  -0.946
H: -2.82214 1.58881 0.00666  0.456
O: -2.29791 2.30968 0.13284  -0.907
H: 0.93608 -2.91934 2.29128  0.487

The HOMO-LUMO gap comes out at 7.44 eV. The energy above the lowest of the compared OMol25 structures with the same formula, charge and spin comes out at 4.398 eV. Its LUMO energy is -2.9592 eV. The charge is +1. The value obtained for the HOMO energy is -0.3822 Eh. The total energy comes out at -592.1674 a.u.



Record 2
This record from OMol25 describes a molecular structure, C35H41BaN6. The level of theory is ωB97M-V with the def2-TZVPD basis set.

Each line ends with the Mulliken charge.
Element x y z (Å)
N: 0.04393 0.19624 -2.02848  -0.116
C: 2.35533 0.14421 -3.62112  1.159
C: -3.88715 2.53582 1.74069  -1.338
C: -2.12781 -3.25390 -1.63680  -0.546
H: -3.18117 -3.18285 -1.39143  0.535
H: 3.74139 -2.04589 -4.60957  0.337
C: 1.71817 -1.02320 -3.21115  -0.473
H: 1.71933 3.85555 -2.22584  0.526
H: 2.81710 -2.06324 1.09507  0.592
C: -1.75305 3.75863 2.15927  -1.914
C: 1.75953 1.34103 -3.23201  -0.677
N: -1.44542 -2.12103 -1.74845  -0.167
C: -2.27839 -0.03934 2.56461  -0.270
H: 0.55221 -2.99858 3.38389  0.311
H: 3.09449 -0.70142 3.14723  0.461
H: -0.46583 -2.25504 4.61502  0.329
C: -0.46323 -2.93229 3.75973  -1.846
H: 5.85767 2.11045 -5.97512  0.385
H: -0.86966 3.84686 2.79228  0.357
Ba: -2.10109 0.31222 -0.32891  1.879
C: 0.62130 1.32918 -2.44001  -0.746
H: -3.01718 3.74987 -1.39089  0.441
H: -0.58369 -3.28264 0.86239  0.036
H: 1.51709 -3.56890 -2.33663  0.508
N: -0.22751 -4.59894 -2.03884  -0.629
C: -1.25857 -0.99407 2.31271  0.041
H: -1.40875 3.69870 1.12067  0.192
H: -0.74337 -3.92610 4.11545  0.506
H: -3.26561 -0.26885 2.93581  0.606
C: -0.15322 -2.21657 -2.08075  0.800
C: 1.73296 -1.94616 1.15458  -1.771
C: -1.26595 4.96119 -1.69294  -0.419
C: -0.47280 1.11398 1.88500  -0.588
C: -2.94128 2.64281 4.04279  -1.839
C: -2.58496 2.53694 2.55351  2.527
C: -1.47494 -2.46532 2.70381  2.087
H: 1.86009 0.47481 3.62048  0.317
C: 5.30118 -1.05897 -5.65613  -0.430
H: -2.10245 -5.40750 -1.73446  0.427
H: -2.95842 -2.06209 4.26093  0.435
H: -1.77415 5.90798 -1.56446  0.421
H: 3.19307 0.16496 0.85602  0.565
H: -4.49199 3.41646 1.96343  0.476
H: -3.47982 3.57082 4.24757  0.462
H: 1.33656 -2.00210 0.13826  0.094
C: 3.58024 0.11473 -4.46410  0.800
C: 2.14407 0.45374 0.94403  -2.274
C: 4.15547 -1.08468 -4.87582  -0.541
H: 3.84869 2.26479 -4.60213  0.341
C: 1.40084 -0.59469 1.79225  2.237
C: -1.95696 3.76035 -1.61642  -0.434
H: -2.33909 4.67308 2.26913  0.460
H: 1.72954 0.52261 -0.06137  0.483
N: -1.35489 2.59004 -1.80373  -0.258
H: -3.56646 1.80576 4.35538  0.332
C: 4.21423 1.28520 -4.87250  -0.544
C: -2.85718 -2.65152 3.35004  -2.368
H: -4.49116 1.65142 1.95246  0.203
H: 2.12402 1.44425 1.39719  0.396
H: -3.66866 -2.38179 2.66960  0.376
H: 5.75547 -1.98719 -5.98166  0.388
H: 2.15622 2.28369 -3.57070  0.496
H: 2.08387 -1.98259 -3.53662  0.377
H: -2.98855 -3.70181 3.61448  0.450
C: -0.09584 -0.25487 1.89323  0.917
H: 0.17952 1.93508 1.62601  0.247
C: -1.80218 1.25671 2.32166  -1.254
C: 5.35748 1.20501 -5.65272  -0.440
H: 1.34813 -2.79312 1.71068  0.230
C: -1.52773 -4.49346 -1.80918  -0.452
H: -1.51272 -4.44758 1.81168  0.495
C: 0.58094 -0.96370 -2.41808  -0.703
H: -3.69374 2.57439 0.65703  -0.020
H: -2.03419 2.62578 4.64704  0.377
N: 0.04288 4.98753 -1.89936  -0.603
C: 0.64653 3.82313 -2.08799  -0.184
N: 5.90200 0.05937 -6.04478  -0.588
C: -1.46303 -3.40449 1.49002  -1.581
H: 1.58310 -1.24232 3.88292  0.270
H: -2.34989 -3.21113 0.88273  0.270
C: 0.45236 -3.46904 -2.17161  0.034
C: -0.04561 2.61223 -2.08478  0.746
C: 2.01838 -0.51862 3.19877  -1.727

The HOMO-LUMO gap comes out at 5.98 eV. The energy above the lowest of the compared OMol25 structures with the same formula, charge and spin comes out at 0.040 eV. Its LUMO energy is -3.8884 eV. The charge is +1. The value obtained for the HOMO energy is -0.3625 Eh. The total energy comes out at -1712.2115 a.u.



Record 3
This record from OMol25 describes C15H26BN6O5P in the gas phase. The level of theory is ωB97M-V with the def2-TZVPD basis set.

Each line ends with the natural charge from an NBO analysis.
Element x y z (Å)
H: -4.39943 1.48287 0.16073  0.211
H: -4.31775 -3.52611 0.44614  0.183
N: -0.30129 0.55176 -1.45320  -0.351
N: 2.72243 -0.19575 1.06529  -0.882
P: 2.03518 0.12145 -2.60360  2.200
C: -1.94412 3.59822 -0.87869  -0.045
H: -1.96651 -1.95119 4.05858  0.506
C: 0.81257 -1.30877 -0.43152  0.253
C: 3.07346 -1.57920 0.71399  0.420
H: -4.32450 -0.41634 1.70952  0.203
H: -4.65911 -2.80829 2.02491  0.163
H: 3.43260 -3.27838 1.75160  0.369
C: -2.47761 1.15340 -0.64290  0.021
H: -1.95457 2.16016 -2.45519  0.242
C: 0.73389 -0.23071 -1.37505  -0.188
H: 2.53696 -0.13184 2.05655  0.375
H: 1.74257 2.07716 -0.06252  0.217
C: 2.02010 -2.17677 -0.28232  -0.491
O: -0.53300 3.59539 -0.89700  -0.545
C: -2.51751 2.35137 -1.54288  -0.455
H: -0.38240 2.55316 0.89613  0.167
C: 1.55027 3.12755 0.16175  -0.635
H: -3.55022 2.56104 -1.82662  0.212
H: -2.30222 3.64624 0.15496  0.167
H: -2.29753 4.48835 -1.40264  0.183
C: 0.07344 3.39470 0.36371  -0.055
N: 4.37133 -1.73264 0.10569  -0.850
H: 3.47395 0.43193 0.82169  0.374
N: 3.12286 -2.33882 1.96626  -0.850
B: -2.18552 -2.29450 2.11741  1.227
C: -3.46039 -0.23776 1.08095  -0.169
O: -2.70121 -3.51218 1.75254  -0.729
H: 1.10764 1.19455 -4.17301  0.518
H: 2.09582 3.36218 1.07667  0.208
C: -2.36184 -1.04492 1.15166  -0.399
H: 5.08688 -1.24803 0.63009  0.367
H: 1.66926 -3.11573 0.13869  0.239
H: 3.27511 1.70419 -1.84139  0.519
C: -1.34026 0.32054 -0.60544  0.064
H: 1.94532 3.75517 -0.63536  0.213
H: 1.86448 -1.89135 -3.36549  0.382
O: 3.27066 0.73968 -1.80097  -0.993
H: 4.38011 -1.45402 -0.86528  0.379
C: -3.51846 0.85447 0.18807  -0.220
O: -1.45148 -2.17868 3.28093  -0.932
N: 2.38723 -1.04561 -3.55264  -1.322
O: 1.56512 1.44738 -3.36138  -0.979
H: 2.19948 -2.38381 2.38513  0.363
H: 2.48164 -2.40775 -1.24038  0.232
C: -1.28485 -0.75631 0.29345  0.222
H: -4.44387 -4.55892 1.88871  0.194
N: -0.18874 -1.56419 0.36082  -0.423
C: -4.10643 -3.59725 1.51356  -0.239
H: -0.05950 4.29291 0.97926  0.160

The HOMO-LUMO gap comes out at 8.59 eV. Its LUMO energy is -0.1727 eV. The value obtained for the HOMO energy is -0.3221 Eh. The total energy comes out at -1658.2711 a.u. As for the SMILES: CCOCCc1ccc(B(O)OC)c2nc(CC(N)(N)N)c(P(=N)(O)O)nc12.



Repeat the first record exactly.
This record from OMol25 describes 4 unconnected molecules or ions with the total composition C5H20N3O3. The level of theory is ωB97M-V with the def2-TZVPD basis set.

Each line ends with the natural charge from an NBO analysis.
Element x y z (Å)
H: 2.91467 1.16114 1.30375  0.487
H: -0.82823 0.66019 1.05486  0.273
H: 1.28821 2.46850 0.48193  0.240
H: -0.59558 -2.68425 -1.84892  0.372
N: -0.96636 -2.17160 -1.08079  -0.842
H: 2.02757 -0.51577 0.74531  0.490
H: -2.56919 -1.19145 1.91195  0.482
H: -0.16310 1.78616 -1.36478  0.280
N: 1.46845 -0.76341 -2.49408  -0.867
H: 1.28520 -1.68901 -2.96043  0.394
O: 1.41926 -2.59697 1.54270  -0.970
H: -2.60223 2.35450 1.13677  0.459
H: 2.82335 0.24736 -0.33608  0.456
H: 1.47507 1.60136 -1.93707  0.225
H: 1.95447 -0.15224 -3.11725  0.386
H: 0.22670 0.72771 2.38944  0.236
C: 1.11939 1.38782 0.34012  -0.051
C: -0.76263 -0.78990 -1.23610  -0.077
C: 0.04019 1.22296 1.44385  -0.682
H: -1.41786 -0.09778 -0.72477  0.211
H: -3.43150 -0.08124 1.65392  0.476
C: 0.43504 -0.16733 -1.71093  0.066
C: 0.76643 1.20294 -1.15796  -0.490
H: 0.84187 -2.62871 0.77648  0.489
H: -1.90420 -2.50797 -0.90432  0.394
N: 2.34639 0.48746 0.58318  -0.762
H: -0.38288 2.23250 1.80072  0.235
O: -2.62454 -0.48212 1.27770  -0.946
H: -2.82214 1.58881 0.00666  0.456
O: -2.29791 2.30968 0.13284  -0.907
H: 0.93608 -2.91934 2.29128  0.487

The HOMO-LUMO gap comes out at 7.44 eV. The energy above the lowest of the compared OMol25 structures with the same formula, charge and spin comes out at 4.398 eV. Its LUMO energy is -2.9592 eV. The charge is +1. The value obtained for the HOMO energy is -0.3822 Eh. The total energy comes out at -592.1674 a.u.